Record 1
Computed, not measured: a structure of composition C44H40IrN4O7S5 at a distorted geometry, with the ωB97M-V functional and the def2-TZVPD basis.

Its expectation value of S² is 8.778. The calculation puts the HOMO energy (alpha / beta) at -13.597 / -14.036 eV. Its total charge is +2. The value obtained for the LUMO energy (alpha / beta) is -5.246 / -7.857 eV. The spin multiplicity is 6.

Geometry (Å):
Ir (1.3920, 1.0966, -0.7492)
O (3.8267, 2.4088, 1.1796)
S (4.3097, 2.1878, -0.1663)
O (5.6301, 1.6652, -0.2946)
O (3.3517, 1.2640, -0.9353)
C (4.2812, 3.7767, -0.9975)
C (5.5280, 4.3344, -1.2302)
C (5.6252, 5.6478, -1.6706)
C (4.4855, 6.4092, -1.8686)
C (3.2317, 5.8465, -1.6783)
C (3.1333, 4.5320, -1.2520)
S (1.5048, 3.8399, -1.2108)
O (1.3965, 3.0124, 0.0392)
O (0.5312, 4.8858, -1.2496)
O (1.4281, 2.8730, -2.3270)
H (6.4059, 3.7316, -1.0461)
H (6.6028, 6.0761, -1.8440)
H (4.5640, 7.4415, -2.1801)
H (2.3220, 6.4024, -1.8573)
N (-0.4722, 1.1309, -0.6665)
S (-1.9684, 1.0442, -0.4499)
N (-2.4155, -0.1044, 0.5312)
S (-1.3859, -1.1480, 1.2121)
N (-0.8235, -2.0247, -0.4791)
S (0.6033, -2.0451, -1.0345)
N (1.4124, -0.7158, -1.2208)
C (1.7258, -3.1385, -0.1615)
C (1.2030, -4.3081, 0.3666)
C (2.0674, -5.2103, 0.9645)
C (3.4290, -4.9345, 1.0120)
C (3.9349, -3.7629, 0.4651)
C (3.0813, -2.8497, -0.1353)
C (0.5389, -2.7440, -2.6852)
C (-0.5918, -3.4270, -3.0948)
C (-0.5906, -3.9838, -4.3643)
C (0.5208, -3.8463, -5.1856)
C (1.6473, -3.1618, -4.7451)
C (1.6673, -2.6001, -3.4794)
C (-1.1911, -0.3844, 2.9207)
C (-0.9614, -1.2520, 3.9758)
C (-0.8004, -0.7187, 5.2466)
C (-0.8397, 0.6563, 5.4345)
C (-1.0227, 1.5070, 4.3537)
C (-1.1849, 0.9868, 3.0768)
C (-2.5682, -2.4121, 1.7117)
C (-2.1977, -3.7448, 1.7188)
C (-3.0881, -4.6924, 2.2010)
C (-4.3297, -4.2986, 2.6761)
C (-4.6876, -2.9552, 2.6654)
C (-3.8054, -2.0011, 2.1913)
C (-2.7492, 2.5222, 0.1700)
C (-2.0388, 3.6935, 0.3596)
C (-2.7282, 4.7969, 0.8434)
C (-4.0856, 4.7121, 1.1172)
C (-4.7764, 3.5204, 0.9184)
C (-4.1089, 2.4084, 0.4397)
C (-2.7349, 0.7688, -2.0278)
C (-3.0557, -0.5255, -2.4042)
C (-3.6071, -0.7167, -3.6600)
C (-3.8114, 0.3679, -4.5051)
C (-3.4733, 1.6558, -4.1067)
C (-2.9269, 1.8694, -2.8527)
H (0.1432, -4.5094, 0.2841)
H (1.6785, -6.1292, 1.3812)
H (4.1043, -5.6461, 1.4679)
H (4.9970, -3.5600, 0.4944)
H (3.4520, -1.9325, -0.5742)
H (-1.4435, -3.5249, -2.4333)
H (-1.4573, -4.5297, -4.7111)
H (0.5112, -4.2709, -6.1803)
H (2.5129, -3.0630, -5.3854)
H (2.5305, -2.0558, -3.1193)
H (-0.9362, -2.3251, 3.8314)
H (-0.6379, -1.3827, 6.0849)
H (-0.7136, 1.0655, 6.4279)
H (-1.0403, 2.5794, 4.4960)
H (-1.3111, 1.6500, 2.2346)
H (-1.2234, -4.0392, 1.3546)
H (-2.8058, -5.7362, 2.2124)
H (-5.0207, -5.0392, 3.0551)
H (-5.6536, -2.6473, 3.0414)
H (-4.0628, -0.9518, 2.1950)
H (-0.9853, 3.7578, 0.1242)
H (-2.1950, 5.7253, 0.9958)
H (-4.6143, 5.5811, 1.4849)
H (-5.8347, 3.4620, 1.1323)
H (-4.6258, 1.4703, 0.2779)
H (-2.8772, -1.3448, -1.7201)
H (-3.8833, -1.7126, -3.9786)
H (-4.2393, 0.2082, -5.4857)
H (-3.6360, 2.4940, -4.7697)
H (-2.6530, 2.8652, -2.5250)
C (3.6874, -0.5208, 2.2843)
C (2.1837, -0.3732, 2.4000)
O (1.6379, 0.7509, 1.6782)
H (4.0262, -1.3321, 2.9279)
H (4.1846, 0.3979, 2.5898)
H (3.9880, -0.7314, 1.2578)
H (1.8999, -0.2477, 3.4493)
H (1.6681, -1.2603, 2.0215)
H (2.2842, 1.4925, 1.7232)

Record 2
Computed, not measured: a structure of composition C44H40N4P2S2V, with the ωB97M-V functional and the def2-TZVPD basis.

Its expectation value of S² is 0.838. The calculation puts the HOMO energy (alpha / beta) at -6.351 / -5.466 eV. The value obtained for the LUMO energy (alpha / beta) is 0.093 / 0.037 eV. The spin multiplicity is 2.

Geometry (Å):
V (-0.3414, -0.0027, 1.6692)
C (-2.0557, 2.6642, 1.9900)
C (-1.2266, 3.3515, 0.9112)
C (-0.8202, 2.4435, -0.2141)
C (-0.8523, 2.8374, -1.5191)
C (-0.1004, 2.0385, -2.4726)
C (0.3373, 0.8116, -2.1588)
C (-0.1378, 0.2148, -0.8572)
N (-0.2983, 1.2617, 0.1706)
N (-1.3557, 1.6281, 2.7837)
C (-0.2464, 2.2006, 3.5740)
C (0.5018, 1.0874, 4.2441)
C (1.1135, 1.2112, 5.4740)
C (1.7799, 0.1106, 6.0054)
C (1.7844, -1.0801, 5.2915)
C (1.1601, -1.1261, 4.0586)
N (0.5444, -0.0538, 3.5237)
C (-2.3361, 0.9537, 3.6457)
C (-3.0572, -0.1344, 2.8953)
C (-4.4273, -0.2607, 2.9429)
C (-5.0113, -1.3532, 2.3054)
C (-4.1951, -2.2501, 1.6408)
C (-2.8276, -2.0109, 1.5885)
N (-2.2620, -0.9657, 2.1974)
H (-2.9086, 2.1698, 1.5168)
H (-2.4533, 3.4196, 2.6831)
H (-0.3271, 3.7974, 1.3465)
H (-1.8176, 4.1792, 0.5156)
H (-1.2464, 3.8065, -1.7913)
H (0.1743, 2.4821, -3.4240)
H (0.9758, 0.2425, -2.8209)
H (-1.1326, -0.2219, -1.0393)
H (-0.5957, 2.9431, 4.3019)
H (0.4342, 2.6942, 2.8728)
H (1.0627, 2.1533, 6.0033)
H (2.2791, 0.1821, 6.9625)
H (2.2842, -1.9635, 5.6615)
H (1.2089, -2.0107, 3.4383)
H (-3.0489, 1.6708, 4.0709)
H (-1.8091, 0.4836, 4.4779)
H (-5.0218, 0.4667, 3.4779)
H (-6.0836, -1.4957, 2.3276)
H (-4.6019, -3.1122, 1.1338)
H (-2.1583, -2.6506, 1.0249)
S (2.9199, -2.2928, 1.3936)
P (2.3972, -0.8539, 0.1438)
C (0.6216, -0.8998, -0.1313)
P (-1.0041, -2.9423, -2.3050)
S (0.1132, -2.6115, -0.5492)
C (-2.6311, -2.0809, -2.2186)
C (-2.9023, -0.7379, -2.4973)
C (-4.1922, -0.2417, -2.3896)
C (-5.2417, -1.0802, -2.0318)
C (-4.9953, -2.4215, -1.7897)
C (-3.6988, -2.9132, -1.8807)
C (-0.1756, -2.1240, -3.7154)
C (1.1941, -2.3324, -3.8754)
C (1.8595, -1.8497, -4.9903)
C (1.1652, -1.1508, -5.9691)
C (-0.2027, -0.9691, -5.8370)
C (-0.8717, -1.4622, -4.7246)
C (3.4310, -1.0260, -1.3650)
C (3.8765, -2.3086, -1.6883)
C (4.7006, -2.5158, -2.7841)
C (5.1024, -1.4424, -3.5666)
C (4.6598, -0.1653, -3.2581)
C (3.8280, 0.0415, -2.1665)
C (2.8095, 0.8006, 0.8375)
C (2.5592, 2.0052, 0.1725)
C (2.8586, 3.2168, 0.7724)
C (3.4013, 3.2507, 2.0522)
C (3.6563, 2.0633, 2.7192)
C (3.3695, 0.8467, 2.1105)
H (-2.1128, -0.0731, -2.8275)
H (-4.3779, 0.8037, -2.6021)
H (-6.2492, -0.6892, -1.9624)
H (-5.8096, -3.0896, -1.5366)
H (-3.5056, -3.9644, -1.6978)
H (1.7431, -2.8692, -3.1124)
H (2.9238, -2.0158, -5.0869)
H (1.6858, -0.7619, -6.8348)
H (-0.7581, -0.4426, -6.6030)
H (-1.9423, -1.3246, -4.6527)
H (3.5941, -3.1368, -1.0514)
H (5.0423, -3.5167, -3.0155)
H (5.7607, -1.6003, -4.4120)
H (4.9698, 0.6786, -3.8613)
H (3.5134, 1.0488, -1.9374)
H (2.0883, 2.0087, -0.8002)
H (2.6570, 4.1380, 0.2396)
H (3.6310, 4.2001, 2.5203)
H (4.0860, 2.0766, 3.7131)
H (3.5682, -0.0865, 2.6229)

Record 3
Computed, not measured: a cluster of 6 separate species, C44H41BrCl2N2O16S in total at a distorted geometry, with the ωB97M-V functional and the def2-TZVPD basis.

The calculation puts the HOMO energy at -9.609 eV. The value obtained for the LUMO energy is -1.699 eV. Its SMILES is C/C(Cl)=C(\Cl)[C@@]1(N)[C@H](CCCS(=O)(=O)O)C(=O)O[C@@]1(Br)CC(=O)N(C)C.O=C1C=CC(=O)C=C1.O=C1C=CC(=O)C=C1.O=C1C=CC(=O)C=C1.O=C1C=CC(=O)C=C1.O=C1C=CC(=O)C=C1.

Geometry (Å):
C (2.0893, -1.1480, 3.6131)
C (2.1346, -0.6627, 2.1985)
Cl (2.2337, 1.0810, 2.1269)
C (2.0807, -1.4003, 1.0777)
Cl (1.8801, -3.1043, 1.3213)
C (2.1921, -0.9394, -0.3863)
N (1.6828, -2.0309, -1.2488)
C (1.5148, 0.3547, -0.8239)
C (0.0371, 0.6344, -0.5565)
C (-0.8722, -0.5681, -0.2467)
C (-1.8771, -0.3435, 0.8923)
S (-3.0960, 0.8998, 0.5540)
O (-3.5991, 0.7202, -0.7702)
O (-4.0361, 0.8688, 1.6372)
O (-2.3369, 2.2956, 0.5887)
C (2.0203, 0.3395, -2.2563)
O (1.4624, 0.6115, -3.2658)
O (3.3296, -0.0748, -2.2074)
C (3.6242, -0.6446, -0.9230)
Br (4.7008, -2.2688, -1.0271)
C (4.4706, 0.3641, -0.1442)
C (5.8858, 0.5234, -0.7035)
O (6.1126, 0.6397, -1.8809)
N (6.8842, 0.5343, 0.2888)
C (8.2179, 0.3290, -0.2830)
C (6.8307, 1.7787, 1.0686)
H (1.1388, -0.8985, 4.0870)
H (2.3134, -2.2061, 3.6891)
H (2.8602, -0.6117, 4.1720)
H (2.3062, -2.2458, -2.0149)
H (0.7834, -1.8167, -1.6599)
H (2.0378, 1.2324, -0.4367)
H (0.0010, 1.3175, 0.2933)
H (-0.3586, 1.2009, -1.4013)
H (-1.4724, -0.7870, -1.1355)
H (-0.3337, -1.4860, -0.0199)
H (-2.4697, -1.2516, 1.0012)
H (-1.3538, -0.0988, 1.8188)
H (-1.7848, 2.3101, 1.3869)
H (4.5692, 0.0095, 0.8810)
H (4.0176, 1.3548, -0.1482)
H (8.9411, 0.4238, 0.5279)
H (8.4677, 1.0865, -1.0205)
H (8.2949, -0.6804, -0.6804)
H (7.3130, 1.6384, 2.0346)
H (7.3270, 2.5856, 0.5185)
H (5.7992, 2.0839, 1.2450)
O (-3.2409, -2.8313, -3.9534)
C (-3.8494, -1.8753, -4.3877)
C (-3.9112, -0.5985, -3.6373)
C (-4.5780, 0.4503, -4.1096)
C (-5.2874, 0.3870, -5.4122)
O (-5.8938, 1.3404, -5.8494)
C (-5.2254, -0.8936, -6.1649)
C (-4.5586, -1.9419, -5.6904)
H (-3.3918, -0.5702, -2.6903)
H (-4.6360, 1.3889, -3.5733)
H (-5.7502, -0.9172, -7.1114)
H (-4.4990, -2.8838, -6.2210)
O (6.5623, -7.4198, -1.0333)
C (6.1203, -6.9048, -0.0297)
C (6.6902, -7.2131, 1.3077)
C (6.2061, -6.6501, 2.4112)
C (5.0764, -5.6885, 2.3514)
O (4.6362, -5.1720, 3.3570)
C (4.5059, -5.3798, 1.0168)
C (4.9908, -5.9431, -0.0868)
H (7.5133, -7.9160, 1.3255)
H (6.6051, -6.8598, 3.3956)
H (3.6831, -4.6730, 1.0035)
H (4.5912, -5.7312, -1.0710)
O (10.4866, 2.2869, -0.6933)
C (11.0176, 3.0376, -1.4852)
C (10.4526, 3.2415, -2.8429)
C (11.0330, 4.0625, -3.7136)
C (12.2682, 4.8097, -3.3641)
O (12.7960, 5.5587, -4.1556)
C (12.8320, 4.6040, -2.0048)
C (12.2516, 3.7832, -1.1341)
H (9.5515, 2.6876, -3.0764)
H (10.6405, 4.2271, -4.7089)
H (13.7326, 5.1578, -1.7722)
H (12.6435, 3.6179, -0.1386)
O (-8.6040, 2.3380, 0.6412)
C (-8.3016, 2.1992, 1.8092)
C (-9.2935, 2.4410, 2.8847)
C (-8.9714, 2.2909, 4.1655)
C (-7.6045, 1.8759, 4.5699)
O (-7.3092, 1.7377, 5.7387)
C (-6.6130, 1.6345, 3.4916)
C (-6.9349, 1.7828, 2.2101)
H (-10.2798, 2.7399, 2.5696)
H (-9.6815, 2.4573, 4.9650)
H (-5.6219, 1.3319, 3.8039)
H (-6.2259, 1.6090, 1.4145)
O (-12.0059, 1.2875, 3.6450)
C (-12.9388, 1.1154, 2.8876)
C (-14.1362, 0.3504, 3.3181)
C (-15.1631, 0.1532, 2.4966)
C (-15.1560, 0.6898, 1.1121)
O (-16.0919, 0.5115, 0.3644)
C (-13.9573, 1.4527, 0.6801)
C (-12.9302, 1.6509, 1.5016)
H (-14.1196, -0.0309, 4.3311)
H (-16.0457, -0.4008, 2.7898)
H (-13.9714, 1.8318, -0.3336)
H (-12.0493, 2.2018, 1.1971)

Listing energy above the lowest of the compared OMol25 structures with the same formula, charge and spin for the structures above in their given order: 0.0; 18.4; 0.0 kcal/mol.